Here is a cluster of 10 separate species, C84H187N9O in total in a non-equilibrium geometry from OMol25. Energies are from wB97M-V/def2-TZVPD.

```
281
Properties=species:S:1:pos:R:3:mulliken_charge:R:1
C -1.122 0.661 2.851 -1.35
C -0.029 -0.348 2.528 0.55
C 1.026 0.424 1.760 -1.35
O 0.415 -1.073 3.628 -0.97
H -1.983 0.078 3.178 0.31
H -1.507 1.215 1.996 0.35
H -0.809 1.498 3.475 0.35
H -0.528 -0.985 1.797 0.09
H 1.552 1.192 2.327 0.34
H 0.639 0.988 0.912 0.35
H 1.697 -0.265 1.247 0.33
C -5.871 -3.190 14.836 -1.35
C -5.847 -2.339 13.536 -0.52
C -4.375 -2.178 13.020 -0.47
C -4.168 -1.022 11.919 -0.96
N -2.694 -0.464 11.571 0.02
C -2.354 0.580 12.638 -0.55
C -2.945 1.886 12.176 -0.59
C -3.401 1.620 10.745 -0.58
C -2.661 0.383 10.287 -0.60
C -1.674 -1.695 11.588 -0.96
H -6.864 -3.176 15.284 0.40
H -5.262 -2.896 15.690 0.36
H -5.733 -4.243 14.586 0.34
H -6.256 -1.387 13.874 0.35
H -6.603 -2.738 12.859 0.33
H -4.077 -3.168 12.674 0.38
H -3.699 -1.918 13.834 0.32
H -4.908 -0.265 12.175 0.41
H -4.624 -1.215 10.948 0.52
H -1.267 0.655 12.681 0.45
H -2.627 0.174 13.612 0.38
H -2.194 2.675 12.238 0.37
H -3.795 2.287 12.728 0.29
H -3.144 2.516 10.180 0.41
H -4.471 1.455 10.618 0.32
H -1.620 0.531 10.001 0.39
H -3.106 -0.227 9.501 0.40
H -1.526 -2.104 12.588 0.33
H -0.793 -1.201 11.179 0.44
H -2.079 -2.350 10.817 0.38
C 12.720 -0.494 7.055 -1.21
C 11.991 0.227 5.846 -0.61
C 10.594 -0.332 5.557 -0.43
C 9.610 -0.636 6.832 -0.66
N 8.144 -0.909 6.308 -0.12
C 8.174 -1.898 5.102 -0.71
C 8.521 -3.316 5.723 -0.50
C 8.043 -3.241 7.232 -0.69
C 7.462 -1.721 7.413 -0.65
C 7.319 0.332 5.949 -0.87
H 12.224 -0.573 8.022 0.30
H 13.664 -0.018 7.323 0.38
H 12.839 -1.529 6.736 0.34
H 12.564 0.231 4.919 0.35
H 11.941 1.218 6.297 0.31
H 10.728 -1.195 4.906 0.34
H 10.110 0.447 4.968 0.29
H 9.445 0.124 7.595 0.39
H 9.832 -1.567 7.355 0.44
H 7.124 -1.845 4.814 0.56
H 8.848 -1.567 4.312 0.40
H 7.986 -4.100 5.187 0.41
H 9.578 -3.575 5.663 0.28
H 7.133 -3.815 7.407 0.34
H 8.721 -3.733 7.929 0.37
H 6.395 -1.614 7.215 0.48
H 7.561 -1.240 8.386 0.36
H 7.746 0.625 4.990 0.39
H 7.580 1.131 6.644 0.31
H 6.274 0.029 6.015 0.42
C 8.811 -5.816 -9.104 -1.21
C 8.612 -5.009 -7.823 -0.62
C 7.912 -5.758 -6.677 -0.28
C 7.730 -5.038 -5.358 -1.00
N 6.754 -5.755 -4.322 0.18
C 6.715 -5.307 -2.877 -0.71
C 5.274 -5.648 -2.345 -0.62
C 4.402 -5.283 -3.405 -0.49
C 5.274 -5.430 -4.663 -0.54
C 7.021 -7.275 -4.284 -0.94
H 9.307 -5.369 -9.966 0.37
H 7.796 -6.098 -9.383 0.32
H 9.183 -6.786 -8.773 0.33
H 7.881 -4.210 -7.940 0.34
H 9.565 -4.559 -7.544 0.37
H 8.493 -6.674 -6.562 0.43
H 6.861 -5.957 -6.886 0.34
H 7.275 -4.051 -5.433 0.36
H 8.627 -4.816 -4.780 0.44
H 7.585 -5.646 -2.315 0.41
H 6.793 -4.220 -2.906 0.41
H 5.250 -6.712 -2.109 0.29
H 5.156 -5.002 -1.475 0.37
H 3.463 -5.837 -3.424 0.30
H 4.033 -4.268 -3.257 0.33
H 4.892 -6.219 -5.311 0.37
H 5.331 -4.479 -5.192 0.33
H 6.756 -7.738 -5.234 0.37
H 6.340 -7.620 -3.506 0.37
H 8.085 -7.373 -4.069 0.37
C -9.772 3.323 0.253 -1.19
C -10.758 2.327 0.971 -0.68
C -12.194 2.562 0.573 -0.45
C -12.688 2.311 -0.883 -0.68
N -14.088 2.856 -1.449 0.18
C -14.038 2.812 -2.949 -0.57
C -15.197 3.660 -3.360 -0.70
C -15.288 4.772 -2.198 -0.68
C -14.339 4.358 -1.133 -0.64
C -15.235 1.987 -0.955 -0.88
H -9.690 2.979 -0.778 0.30
H -8.764 3.287 0.666 0.38
H -9.899 4.395 0.402 0.33
H -10.591 2.257 2.046 0.41
H -10.611 1.317 0.589 0.30
H -12.455 3.592 0.817 0.35
H -12.727 1.854 1.208 0.30
H -12.435 1.307 -1.225 0.36
H -12.084 2.985 -1.490 0.36
H -14.200 1.850 -3.436 0.36
H -13.057 3.154 -3.277 0.44
H -16.051 3.002 -3.521 0.36
H -15.092 4.138 -4.334 0.38
H -16.300 4.704 -1.799 0.31
H -15.308 5.780 -2.613 0.42
H -14.607 4.353 -0.076 0.50
H -13.380 4.875 -1.172 0.36
H -15.112 1.037 -1.475 0.34
H -16.204 2.480 -1.032 0.37
H -15.032 1.813 0.102 0.36
C 1.858 8.474 0.071 -1.14
C 1.274 9.823 -0.417 -0.68
C 1.965 10.582 -1.501 -0.41
C 3.440 10.915 -1.176 -0.89
N 4.230 11.878 -2.178 0.34
C 5.497 12.490 -1.526 -0.47
C 5.741 13.846 -2.181 -0.62
C 4.465 14.204 -2.872 -0.66
C 3.436 13.152 -2.520 -0.75
C 4.611 11.056 -3.393 -1.02
H 1.061 7.801 -0.246 0.29
H 2.058 8.184 1.102 0.36
H 2.810 8.118 -0.324 0.30
H 1.444 10.411 0.484 0.25
H 0.188 9.768 -0.497 0.52
H 1.391 11.469 -1.770 0.42
H 1.983 9.961 -2.396 0.31
H 3.991 9.988 -1.018 0.37
H 3.162 11.524 -0.315 0.42
H 6.260 11.864 -1.989 0.26
H 5.588 12.530 -0.441 0.41
H 6.598 13.844 -2.854 0.30
H 6.072 14.633 -1.502 0.35
H 4.586 14.290 -3.952 0.34
H 4.090 15.180 -2.563 0.37
H 2.737 12.804 -3.280 0.44
H 2.876 13.403 -1.619 0.43
H 5.086 10.096 -3.192 0.37
H 5.143 11.584 -4.184 0.38
H 3.722 10.816 -3.975 0.39
C 13.905 5.193 -0.239 -1.15
C 14.137 4.233 -1.483 -0.56
C 12.869 4.273 -2.357 -0.59
C 11.736 3.360 -1.812 -0.86
N 10.551 3.124 -2.715 0.27
C 9.542 2.150 -2.040 -0.50
C 8.205 2.833 -1.909 -0.54
C 8.225 3.898 -2.990 -0.78
C 9.718 4.408 -3.015 -0.54
C 10.944 2.619 -4.164 -1.06
H 13.273 6.064 -0.417 0.31
H 14.826 5.595 0.181 0.38
H 13.439 4.619 0.561 0.29
H 14.387 3.259 -1.061 0.32
H 14.986 4.705 -1.978 0.33
H 12.999 4.140 -3.431 0.42
H 12.414 5.264 -2.358 0.39
H 11.344 3.686 -0.848 0.43
H 12.177 2.365 -1.754 0.44
H 9.199 1.317 -2.652 0.27
H 9.875 1.687 -1.111 0.32
H 7.377 2.125 -1.893 0.39
H 8.114 3.358 -0.958 0.29
H 7.847 3.476 -3.921 0.33
H 7.503 4.711 -2.916 0.41
H 10.072 4.925 -3.907 0.33
H 9.977 4.942 -2.101 0.44
H 11.502 1.728 -3.876 0.35
H 11.515 3.385 -4.688 0.43
H 9.989 2.395 -4.639 0.44
C -4.674 -4.642 -4.644 -1.23
C -5.091 -4.364 -3.226 -0.50
C -6.369 -5.160 -2.727 -0.64
C -7.628 -5.040 -3.658 -0.91
N -8.707 -6.105 -3.525 0.24
C -9.908 -5.760 -4.415 -0.67
C -10.471 -7.158 -4.828 -0.76
C -9.360 -8.171 -4.769 -0.54
C -8.220 -7.404 -4.120 -0.60
C -9.092 -6.128 -2.008 -0.88
H -5.443 -4.326 -5.350 0.32
H -4.230 -5.623 -4.816 0.31
H -3.850 -3.985 -4.921 0.39
H -5.448 -3.335 -3.188 0.29
H -4.212 -4.566 -2.614 0.35
H -6.614 -4.765 -1.740 0.39
H -6.143 -6.220 -2.620 0.43
H -7.373 -4.882 -4.706 0.41
H -8.183 -4.122 -3.465 0.54
H -10.486 -5.113 -3.756 0.42
H -9.473 -5.133 -5.193 0.39
H -11.265 -7.347 -4.105 0.34
H -11.093 -7.112 -5.722 0.47
H -9.572 -8.979 -4.068 0.29
H -8.982 -8.549 -5.719 0.35
H -7.805 -7.973 -3.288 0.38
H -7.435 -7.236 -4.857 0.33
H -9.322 -5.097 -1.738 0.35
H -8.286 -6.525 -1.391 0.33
H -9.935 -6.801 -1.858 0.41
C -6.653 -5.656 5.095 -1.15
C -6.412 -7.144 5.077 -0.53
C -4.966 -7.696 5.378 -0.73
C -3.828 -7.710 4.208 -0.72
N -2.406 -8.219 4.596 0.07
C -1.335 -8.081 3.498 -0.80
C -1.621 -9.210 2.452 -0.32
C -2.462 -10.250 3.200 -0.88
C -2.471 -9.747 4.662 -0.66
C -1.815 -7.532 5.785 -0.95
H -6.088 -5.187 5.901 0.29
H -7.720 -5.468 5.217 0.37
H -6.580 -5.006 4.224 0.33
H -6.735 -7.713 4.205 0.38
H -6.986 -7.695 5.821 0.36
H -4.795 -8.676 5.824 0.47
H -4.594 -7.021 6.149 0.31
H -3.483 -6.717 3.921 0.45
H -4.177 -8.248 3.327 0.36
H -0.304 -8.109 3.851 0.42
H -1.376 -7.047 3.155 0.46
H -0.688 -9.610 2.056 0.34
H -2.214 -8.917 1.586 0.26
H -2.131 -11.277 3.045 0.42
H -3.422 -10.390 2.702 0.38
H -1.436 -9.906 4.964 0.43
H -3.104 -10.190 5.431 0.48
H -0.737 -7.685 5.819 0.36
H -2.329 -7.766 6.718 0.34
H -1.830 -6.472 5.532 0.47
C -1.276 3.641 -6.698 -1.16
C -2.896 3.587 -6.867 -0.71
C -3.351 2.945 -8.248 -0.39
C -2.874 3.730 -9.424 -0.76
N -3.264 3.147 -10.815 0.39
C -2.658 1.704 -11.142 -0.55
C -1.463 2.046 -12.010 -0.49
C -1.738 3.221 -12.793 -0.71
C -2.681 4.099 -11.916 -0.43
C -4.823 3.229 -11.059 -1.19
H -1.039 4.181 -5.781 0.39
H -0.628 4.139 -7.420 0.32
H -0.830 2.693 -6.398 0.33
H -3.179 4.635 -6.967 0.32
H -3.358 3.214 -5.952 0.39
H -4.437 2.866 -8.194 0.36
H -2.992 1.916 -8.233 0.28
H -1.801 3.878 -9.540 0.38
H -3.338 4.711 -9.327 0.31
H -3.340 1.123 -11.763 0.42
H -2.380 1.129 -10.258 0.23
H -1.051 1.192 -12.548 0.45
H -0.715 2.443 -11.323 0.24
H -2.018 2.919 -13.802 0.36
H -0.958 3.913 -13.112 0.36
H -3.452 4.542 -12.546 0.29
H -2.030 4.846 -11.462 0.31
H -5.194 4.235 -10.867 0.42
H -5.369 2.529 -10.427 0.36
H -5.077 2.992 -12.092 0.49
```

Output
Net charge = +8
LUMO = -9.730 eV
HOMO = -13.436 eV
2S+1 = 1
Strongest force on any atom = 4.523 eV/A
Kohn-Sham gap = 3.7 eV

Here is a structure of composition C5H6NS in a non-equilibrium geometry from OMol25. Energies are from wB97M-V/def2-TZVPD.

```
13
Properties=species:S:1:pos:R:3:nbo_charge:R:1
C -2.352 -0.074 -0.019 0.05
C -1.701 -1.305 -0.084 -0.40
C -0.416 1.127 -0.047 0.22
C 0.975 -0.246 -0.078 -0.10
C 2.346 0.192 0.000 -0.76
N -1.720 1.130 -0.057 -0.38
S 0.081 -1.616 0.008 0.72
H -3.449 0.179 0.182 0.27
H -2.216 -2.247 -0.062 0.28
H 0.110 2.007 0.182 0.20
H 3.046 -0.561 -0.567 0.29
H 2.898 0.297 1.054 0.33
H 2.399 1.116 -0.510 0.27
```

Output
Net charge = +1
LUMO = -6.005 eV
HOMO = -14.459 eV
2S+1 = 1
Strongest force on any atom = 6.701 eV/A
Kohn-Sham gap = 8.5 eV

Here is a structure of composition C29H24N5O4Zr in a non-equilibrium geometry from OMol25. Energies are from wB97M-V/def2-TZVPD.

```
63
Properties=species:S:1:pos:R:3:nbo_charge:R:1
Zr 0.037 0.382 -0.250 2.40
O 0.112 2.143 -1.157 -0.83
C 0.769 2.510 -2.269 0.44
C 0.237 3.496 -3.090 -0.30
C 0.888 3.847 -4.259 -0.13
C 2.091 3.242 -4.626 -0.25
C 2.635 2.291 -3.792 -0.12
C 1.990 1.907 -2.609 -0.25
C 2.701 0.984 -1.733 0.23
N 2.263 0.482 -0.639 -0.55
C 3.173 -0.355 0.172 -0.23
C 2.382 -1.196 1.185 -0.24
N 1.093 -1.507 0.569 -0.56
C 0.794 -2.721 0.293 0.22
C -0.266 -3.117 -0.621 -0.25
C -0.765 -4.424 -0.588 -0.13
C -1.683 -4.853 -1.522 -0.25
C -2.072 -3.977 -2.539 -0.14
C -1.564 -2.694 -2.616 -0.30
C -0.669 -2.247 -1.648 0.44
O -0.186 -1.003 -1.697 -0.84
H -0.687 3.974 -2.790 0.23
H 0.458 4.613 -4.892 0.23
H 2.596 3.528 -5.538 0.23
H 3.586 1.831 -4.037 0.22
H 3.716 0.739 -2.050 0.19
H 3.868 0.292 0.707 0.23
H 3.748 -1.000 -0.495 0.21
H 2.226 -0.635 2.103 0.23
H 2.938 -2.102 1.429 0.21
H 1.411 -3.515 0.717 0.19
H -0.423 -5.096 0.192 0.22
H -2.081 -5.857 -1.482 0.23
H -2.777 -4.310 -3.292 0.23
H -1.846 -2.021 -3.414 0.23
O -0.802 -0.534 5.210 -0.67
C 0.329 0.184 5.131 0.45
C 1.087 0.300 6.299 -0.30
C 2.257 1.026 6.298 -0.14
C 2.718 1.657 5.138 -0.26
C 1.980 1.540 3.984 -0.14
C 0.783 0.806 3.953 -0.29
C 0.063 0.715 2.687 0.63
O 0.608 1.208 1.607 -0.81
N -1.105 0.115 2.653 -0.46
N -1.574 0.137 1.354 -0.36
C -2.815 -0.032 1.138 0.15
C -3.276 0.166 -0.249 0.13
C -4.598 0.056 -0.622 -0.20
C -4.931 0.352 -1.939 -0.13
C -3.936 0.744 -2.814 -0.23
C -2.628 0.812 -2.354 0.10
N -2.306 0.530 -1.099 -0.48
H -1.245 -0.498 4.338 0.51
H 0.722 -0.188 7.193 0.23
H 2.825 1.110 7.216 0.22
H 3.632 2.235 5.151 0.22
H 2.301 2.027 3.073 0.23
H -3.502 -0.231 1.954 0.22
H -5.348 -0.244 0.098 0.24
H -5.959 0.281 -2.270 0.24
H -4.156 0.995 -3.842 0.24
H -1.813 1.100 -3.007 0.22
```

Output
Net charge = +1
LUMO = -3.766 eV
HOMO = -10.713 eV
2S+1 = 1
Strongest force on any atom = 1.010 eV/A
Kohn-Sham gap = 6.9 eV

Here is the molecule C17H18N2O4 in a non-equilibrium geometry from OMol25. Energies are from wB97M-V/def2-TZVPD.

```
41
Properties=species:S:1:pos:R:3:nbo_charge:R:1
C 0.380 1.627 -2.805 -0.64
C 1.877 1.884 -2.893 -0.07
H 2.236 1.722 -3.915 0.20
H 2.126 2.895 -2.565 0.19
O 2.591 1.020 -2.007 -0.51
C 2.857 -0.209 -2.436 0.80
O 2.625 -0.624 -3.538 -0.59
C 3.519 -1.040 -1.343 -0.33
N 3.189 -0.552 -0.024 -0.19
N 1.901 -0.513 0.249 -0.19
C 1.483 -0.026 1.387 0.09
C 2.422 0.454 2.354 -0.17
C 3.742 0.411 2.072 -0.25
C 4.215 -0.104 0.804 0.58
O 5.377 -0.173 0.445 -0.63
H 4.495 0.763 2.759 0.23
H 2.061 0.846 3.294 0.22
C 0.060 0.034 1.638 -0.19
C -0.860 -0.317 0.724 -0.15
C -2.296 -0.272 0.870 -0.12
C -3.098 -0.610 -0.223 -0.16
C -4.477 -0.585 -0.152 -0.27
C -5.103 -0.218 1.036 0.30
C -4.314 0.121 2.139 -0.25
C -2.943 0.095 2.058 -0.16
H -2.363 0.357 2.928 0.21
H -4.813 0.401 3.054 0.22
O -6.446 -0.158 1.226 -0.49
C -7.297 -0.496 0.158 -0.25
H -7.147 -1.532 -0.164 0.18
H -7.156 0.174 -0.696 0.18
H -8.310 -0.382 0.541 0.20
H -5.052 -0.853 -1.024 0.21
H -2.626 -0.897 -1.152 0.21
H -0.495 -0.667 -0.233 0.22
H -0.222 0.404 2.613 0.19
H 3.203 -2.080 -1.465 0.24
H 4.609 -0.976 -1.443 0.28
H 0.156 0.626 -3.165 0.22
H -0.152 2.349 -3.418 0.22
H 0.045 1.714 -1.774 0.22
```

Output
Net charge = 0
LUMO = -0.247 eV
HOMO = -7.782 eV
2S+1 = 1
Strongest force on any atom = 1.020 eV/A
SMILES string = CCOC(=O)Cn1nc(/C=C/c2ccc(OC)cc2)ccc1=O
Kohn-Sham gap = 7.5 eV

| no. | DFT total energy (eV) |
| --- | --- |
| 1 | -105510.355 |
| 2 | -17595.994 |
| 3 | -47383.939 |
| 4 | -29090.391 |